1.
A 4-piece molecular cluster, CH11NO4 overall, computed with ωB97M-V with the def2-TZVPD basis set.

charge: 0
HOMO-LUMO gap: 10.65 eV

Bonds (Å) are listed after each position.
CARTESIAN COORDINATES (ANGSTROEM)
1 N 1.7919 -0.0675 -1.5041  C2 1.432, H4 1.008, H5 1.004
2 C 0.8567 1.0053 -1.6617  N1 1.432, O3 1.473, H6 1.084, H7 1.086
3 O 0.3465 1.5537 -0.3930  C2 1.473, H8 0.962
4 H 2.6572 0.2730 -1.1155  N1 1.008
5 H 1.3871 -0.8488 -1.0196  N1 1.004
6 H 1.3502 1.8371 -2.1520  C2 1.084
7 H -0.0544 0.5502 -2.0385  C2 1.086
8 H 0.8946 2.2697 -0.0573  O3 0.962
9 H 1.3507 -0.5464 1.4415  O11 0.956
10 H 0.4828 -0.8668 2.7341  O11 0.957
11 O 0.7964 -1.1846 1.8878  H9 0.956, H10 0.957
12 H -2.6360 -1.6094 0.7803  O14 0.966
13 H -1.8401 -2.6928 0.1018  O14 0.959
14 O -2.7410 -2.4583 0.3311  H12 0.966, H13 0.959
15 H -0.9054 0.5293 0.8059  O17 0.972
16 H -1.8937 1.5926 0.8363  O17 0.949
17 O -1.8436 0.6638 1.0228  H15 0.972, H16 0.949

2.
A 4-piece molecular cluster, CH11NO4 overall, computed with ωB97M-V with the def2-TZVPD basis set.

charge: 0
HOMO-LUMO gap: 10.32 eV

Bonds (Å) are listed after each position.
CARTESIAN COORDINATES (ANGSTROEM)
1 N 0.3545 -2.1610 -0.4514  C2 1.439, H4 1.022, H5 1.015
2 C 0.0749 -1.5212 -1.7098  N1 1.439, O3 1.432, H6 1.088, H7 1.086
3 O -0.2956 -0.1418 -1.6071  C2 1.432, H8 0.969
4 H 1.0186 -1.5826 0.0671  N1 1.022
5 H -0.4944 -2.1841 0.1050  N1 1.015
6 H 0.9601 -1.5316 -2.3421  C2 1.088
7 H -0.7228 -2.0791 -2.1915  C2 1.086
8 H -0.9238 -0.1232 -0.8697  O3 0.969
9 H -2.9790 0.7826 0.7028  O11 0.964
10 H -1.6984 0.5936 1.5075  O11 0.965
11 O -2.0894 0.4171 0.6430  H9 0.964, H10 0.965
12 H 2.4190 1.5186 -0.7919  O14 0.962
13 H 0.9953 1.1259 -0.4097  O14 0.969
14 O 1.8524 1.3684 -0.0286  H12 0.962, H13 0.969
15 H 0.6160 1.1376 2.8090  O17 0.961
16 H 0.7865 2.5024 2.1260  O17 0.962
17 O 0.1262 1.8785 2.4413  H15 0.961, H16 0.962

2 takes first place; second place is 12.2 kcal/mol up.